1.
C16H21N10O2S4Tc as an isolated structure. Source: the Open Molecules 2025 dataset; level of theory: ωB97M-V/def2-TZVPD.

Electronic energy ... -2992.96690 a.u.
Largest force on an atom ... 1.041 eV/A
Energy relative to the best compared isomer or geometry (same formula, charge and spin) ... 0.0 kcal per mole
Gap between HOMO and LUMO (alpha / beta) ... 8.32 / 5.72 eV
Expectation value of S² ... 3.79
Multiplicity ... 4
Total charge ... +3
Molecular weight ... 611.68 g mol⁻¹
LUMO (alpha / beta) ... -8.3 / -11.1 eV

Geometry (Å):
H (3.80, -1.45, 5.37)
H (1.06, -0.68, 3.33)
H (-1.99, -4.18, -1.96)
H (-0.78, -4.82, -0.82)
C (-3.28, 3.83, -0.70)
H (6.51, -0.63, 2.14)
N (-3.32, -4.01, 0.93)
N (-2.06, 1.60, -0.79)
H (0.00, -2.15, -0.09)
S (-0.05, 0.61, -3.13)
H (0.47, 0.84, -5.45)
N (-2.33, 4.50, 1.07)
H (-1.57, 1.77, -1.67)
C (4.42, -0.40, 1.67)
C (-2.37, -3.73, 0.09)
C (5.51, -0.70, 2.53)
H (-2.93, 1.12, -1.04)
H (-4.14, -2.89, 2.45)
O (0.77, -0.21, 1.76)
H (4.62, -0.11, 0.65)
H (-1.04, -1.71, -1.28)
C (2.92, -0.86, 3.49)
S (2.84, 0.40, -2.66)
C (4.03, -1.17, 4.35)
H (2.19, -0.70, -4.69)
H (-4.68, 4.62, -2.03)
H (1.15, 2.18, -4.49)
N (-1.92, -2.43, 0.35)
N (-0.90, -1.69, -0.27)
C (-2.62, -1.92, 1.39)
Tc (-0.76, 0.44, 0.56)
H (-4.82, 2.88, -1.82)
H (-2.13, 5.16, 1.82)
N (1.03, 0.42, -0.70)
C (1.26, 0.48, -1.99)
C (1.98, -0.16, 1.23)
H (3.09, 0.79, -4.99)
C (3.13, -0.48, 2.11)
H (-3.50, 3.56, -2.80)
S (-2.36, -0.39, 2.11)
H (-2.39, -5.56, -0.93)
C (-1.85, -4.61, -0.97)
C (2.30, 0.34, -4.39)
N (-3.45, -2.90, 1.71)
N (-3.23, 4.84, 0.10)
C (-1.81, 3.30, 0.90)
C (-4.11, 3.70, -1.91)
N (2.21, 0.16, 0.01)
C (1.00, 1.11, -4.53)
N (-2.41, 2.85, -0.22)
H (6.14, -1.31, 4.51)
C (5.30, -1.09, 3.87)
S (-0.67, 2.39, 1.82)
O (1.74, -0.95, 4.01)


2.
C48H46BiBrN4O5P as an isolated structure. Source: the Open Molecules 2025 dataset; level of theory: ωB97M-V/def2-TZVPD.

Electronic energy ... -5581.80870 a.u.
Largest force on an atom ... 1.475 eV/A
Energy relative to the best compared isomer or geometry (same formula, charge and spin) ... 23.4 kcal per mole
Gap between HOMO and LUMO ... 8.00 eV
Total charge ... +1
Molecular weight ... 1078.78 g mol⁻¹
LUMO ... -2.0 eV

Geometry (Å):
C (-1.74, 0.16, -2.51)
H (-2.74, -0.04, 1.22)
C (0.50, 6.01, 1.73)
C (1.52, 4.49, 3.28)
C (4.33, -0.67, -5.70)
N (-1.07, -2.07, 0.24)
H (0.23, 1.77, 2.28)
C (1.99, -1.76, -2.28)
C (-2.64, 4.27, 0.99)
C (1.96, -3.01, -0.11)
C (-2.73, 3.09, 1.70)
C (3.70, -3.42, -1.82)
C (2.43, 5.09, -1.96)
C (-1.35, -2.95, -0.71)
H (1.04, 2.19, -3.00)
H (3.20, -4.46, 0.86)
H (-1.55, -1.41, 3.45)
C (2.54, -2.74, -1.41)
C (0.84, 5.17, 0.68)
O (-2.02, -0.36, -1.38)
C (-2.60, -0.23, -3.65)
C (-2.16, 0.62, 1.87)
O (-0.74, 0.89, -2.63)
C (1.86, 3.66, 2.23)
H (2.85, 5.56, -1.08)
C (-2.62, -4.27, 0.81)
H (3.23, 0.23, -0.52)
O (4.65, -1.75, -4.84)
N (-0.84, 0.02, 2.05)
H (0.07, -1.70, 2.75)
C (2.71, -1.39, -3.42)
Br (-0.32, 0.07, -5.37)
C (2.18, -4.38, 0.48)
H (5.00, -2.21, 2.51)
O (0.78, -1.27, -2.11)
N (-1.37, 2.01, 0.08)
H (2.76, 6.81, -3.19)
C (1.25, 0.34, 3.50)
H (-5.73, -1.44, -4.19)
C (3.26, -1.07, 3.02)
H (5.26, -3.59, -3.26)
H (-2.41, -1.23, -6.88)
C (1.53, 3.99, 0.92)
C (1.94, 3.79, -1.89)
C (-4.70, -1.16, -4.40)
H (4.14, 3.91, -0.13)
C (2.39, 5.80, -3.15)
H (1.70, 1.18, 4.05)
H (5.00, -1.38, 0.15)
C (4.26, -1.05, 0.86)
H (-0.65, 1.27, 3.73)
C (3.82, 2.87, -0.14)
H (-0.75, 3.08, -1.54)
C (-0.94, -1.34, 2.53)
H (3.31, -0.74, -6.08)
C (-1.48, -2.28, 1.49)
H (-4.74, -1.89, -6.41)
H (4.29, 2.36, -0.98)
H (0.59, 5.45, -0.33)
C (-2.09, -0.43, -4.93)
H (-3.25, -5.11, 1.02)
H (1.78, 4.23, 4.29)
C (-0.03, 0.91, 2.89)
H (3.23, -1.40, 4.05)
C (-2.12, -4.07, -0.47)
C (-1.94, 4.30, -0.20)
P (1.97, 2.76, -0.37)
H (-3.13, 5.16, 1.37)
C (-4.15, -1.41, -5.64)
H (4.47, 0.29, -5.20)
C (-2.27, -3.37, 1.81)
H (4.13, 2.39, 0.78)
H (-2.61, -3.52, 2.82)
C (3.27, -0.15, 0.49)
C (1.39, 3.91, -4.24)
H (0.58, 6.33, 3.85)
H (1.81, 5.76, -5.22)
C (-1.31, 3.13, -0.61)
C (1.42, 3.20, -3.04)
H (-2.68, 0.72, 2.84)
C (3.89, -2.03, -3.77)
H (5.03, -0.76, -6.53)
C (4.25, -1.51, 2.17)
H (2.29, -0.60, -4.04)
H (-4.33, -0.40, -2.42)
C (0.84, 5.67, 3.03)
H (2.41, 2.75, 2.43)
H (1.03, -0.42, 4.25)
C (2.30, -0.17, 2.55)
Bi (0.08, -0.07, -0.39)
H (-0.02, 6.93, 1.52)
H (0.99, 3.43, -5.12)
C (4.36, -3.08, -2.96)
C (-2.85, -1.03, -5.91)
C (1.86, 5.21, -4.29)
H (2.02, -5.15, -0.27)
H (-0.91, -2.72, -1.67)
C (-3.93, -0.58, -3.41)
H (-2.33, -4.77, -1.26)
H (-1.86, 5.19, -0.80)
H (-3.28, 3.03, 2.62)
O (1.35, -2.17, 0.56)
H (4.10, -4.19, -1.18)
C (-2.08, 1.96, 1.20)
H (1.49, -4.52, 1.31)
N (2.32, 0.28, 1.31)


3.
C32H74F7GaN5O10S as an isolated structure. Source: the Open Molecules 2025 dataset; level of theory: ωB97M-V/def2-TZVPD.

Electronic energy ... -5311.81262 a.u.
Largest force on an atom ... 2.448 eV/A
Gap between HOMO and LUMO ... 7.97 eV
Total charge ... -1
Molecular weight ... 923.75 g mol⁻¹
LUMO ... 1.9 eV

Geometry (Å):
H (4.13, 1.96, 3.18)
H (-2.19, -0.09, 9.44)
H (2.68, -2.57, 0.18)
F (-3.09, 3.14, -0.17)
C (2.28, -0.46, 0.34)
H (-1.12, -1.55, -0.50)
H (2.68, 3.85, -4.66)
C (-1.12, 0.10, 9.34)
H (4.12, -1.60, -11.00)
C (-1.65, 2.40, 9.70)
H (3.88, 1.31, -9.80)
H (-8.08, 3.39, 7.14)
S (-3.51, -1.13, 1.59)
H (-0.36, -4.20, -7.63)
H (0.61, -3.89, -4.34)
H (-1.57, 3.10, 10.53)
C (-5.19, 2.32, 6.08)
H (-1.98, -1.88, -6.56)
H (-1.69, -4.68, 1.63)
C (3.36, 1.45, 2.59)
C (-1.16, -4.57, -6.98)
H (-1.37, -0.42, -5.81)
O (3.87, 1.12, -3.76)
H (-0.60, -0.68, 9.92)
C (1.84, -1.93, 0.44)
H (-1.35, 1.81, 6.93)
C (4.02, 3.47, -2.97)
H (6.37, -2.13, -9.92)
C (2.11, 2.35, 2.39)
C (4.74, 2.17, -3.35)
H (2.35, -0.24, -0.72)
C (5.20, -0.96, -8.57)
C (-3.60, 1.80, 1.64)
H (-8.93, 1.24, 7.58)
H (1.08, -2.08, -0.32)
C (-0.62, -2.22, -4.88)
O (4.87, 0.37, -8.24)
C (5.94, -1.12, -9.91)
C (0.10, -3.53, -5.24)
H (-2.35, -3.16, -4.41)
H (-2.69, 2.06, 9.63)
H (3.06, 0.56, 3.14)
H (2.25, 3.33, 2.85)
F (-1.45, 2.30, 0.87)
C (-7.32, 0.01, 6.92)
H (5.54, -1.37, -12.02)
H (-0.31, -1.37, -6.85)
H (4.73, 0.02, -11.33)
H (0.11, -5.56, 1.35)
F (-4.86, 1.81, 1.29)
C (-3.31, 0.52, 2.48)
Ga (-1.48, -2.14, 0.94)
H (0.83, 1.29, 8.09)
H (2.57, 1.76, -5.23)
H (-7.78, 2.18, 9.39)
C (3.67, -0.23, 0.97)
H (-7.81, -0.85, 7.38)
H (-6.25, -0.12, 7.06)
N (7.04, -0.16, -10.05)
N (-7.36, 1.37, 8.94)
C (3.47, 1.15, -5.11)
H (-1.37, 2.93, 8.79)
H (1.28, 1.84, 2.89)
C (-1.67, -4.16, 0.68)
C (-1.10, -1.44, -6.10)
O (0.28, -5.60, 0.40)
H (5.52, 2.34, -4.11)
H (-2.06, -3.98, -7.12)
H (1.85, 2.46, 1.35)
F (-4.19, 0.54, 3.47)
C (-2.65, 2.04, 0.46)
H (3.29, 5.29, -3.87)
H (-4.34, 2.99, 5.93)
H (3.29, 1.65, -8.17)
H (-6.37, 1.59, 8.91)
H (0.10, -1.59, -4.35)
H (4.40, -0.48, 0.19)
C (-7.47, 2.56, 6.76)
H (3.23, 0.14, -5.41)
H (4.35, 4.37, -4.93)
H (1.32, -0.22, 8.27)
N (2.88, 3.23, -2.10)
H (1.18, -3.41, 1.81)
H (1.53, 0.17, 0.80)
H (-1.34, 0.41, 5.87)
H (-7.72, 2.45, 5.70)
H (5.86, -1.30, -7.78)
H (4.74, 4.09, -2.43)
F (-2.12, 0.65, 3.05)
H (-7.53, -0.02, 5.85)
O (3.92, 1.12, 1.32)
C (3.56, 4.28, -4.18)
H (6.65, 0.77, -9.87)
O (-0.76, -4.59, -5.63)
F (-2.63, 1.08, -0.40)
H (-2.58, -4.44, 0.16)
H (-4.82, 1.41, 6.56)
C (-7.83, 1.30, 7.56)
H (-5.62, 2.08, 5.10)
H (5.25, 1.79, -2.46)
C (-0.67, -0.04, 7.87)
O (-0.76, 1.32, 9.95)
C (-1.54, 0.74, 6.90)
H (-2.60, 0.57, 7.10)
H (-1.43, -2.89, -3.13)
H (2.11, -2.09, 2.58)
O (-4.07, -2.01, 2.61)
H (0.87, -3.37, -6.00)
C (-0.52, -4.66, -0.18)
C (5.03, -1.01, -11.13)
H (2.30, 2.53, -2.55)
O (-6.13, 2.98, 6.92)
H (4.30, -1.60, -8.53)
H (-0.23, -1.87, 3.26)
C (0.02, -1.64, 2.22)
F (-3.42, 2.84, 2.47)
H (3.20, 2.77, -1.25)
H (3.85, -0.92, 1.80)
N (-1.76, -2.45, -3.99)
H (2.91, 0.09, -8.91)
C (1.35, -2.33, 1.84)
N (0.73, 0.36, 7.69)
H (4.27, 1.53, -5.77)
O (-0.29, -4.34, -1.29)
C (3.68, 0.87, -8.82)
H (-0.75, -1.10, 7.61)
H (7.69, -0.30, -9.28)
H (-1.39, -5.60, -7.28)
O (-4.48, -1.00, 0.52)
H (0.12, -0.55, 2.15)


4.
A 2-piece molecular cluster, C10H16O overall. Source: the Open Molecules 2025 dataset; level of theory: ωB97M-V/def2-TZVPD.

Electronic energy ... -465.83743 a.u.
Largest force on an atom ... 2.306 eV/A
Energy relative to the best compared isomer or geometry (same formula, charge and spin) ... 37.9 kcal per mole
Gap between HOMO and LUMO ... 9.18 eV
Molecular weight ... 152.24 g mol⁻¹
LUMO ... 0.8 eV

Geometry (Å):
C (-0.91, -2.41, 1.15)
H (0.47, 2.52, -3.05)
C (-0.59, 1.82, -1.29)
C (1.58, -1.13, 0.66)
H (-0.20, 0.81, -1.29)
O (-1.31, -2.44, -1.16)
C (1.12, -1.40, 1.97)
H (-2.55, 2.60, -1.41)
C (-0.46, -2.15, -0.12)
C (1.93, -0.80, 3.11)
H (-0.59, 2.19, -0.26)
H (2.56, -0.73, 0.50)
H (1.98, 0.30, 3.06)
H (-2.43, 0.82, -1.55)
H (1.00, -1.06, -1.36)
C (-2.03, 1.77, -1.89)
H (-0.93, -2.09, -1.97)
H (1.34, -0.86, 4.03)
C (0.76, -1.50, -0.40)
H (2.97, -1.10, 3.07)
H (-1.92, -2.76, 1.30)
H (-0.25, 3.80, -2.00)
H (1.22, 2.98, -1.45)
C (0.30, 2.86, -2.02)
C (-0.14, -1.90, 2.20)
H (-2.22, 1.68, -2.97)
H (-0.69, -1.78, 3.13)


5.
One molecule with the formula C5H9N3. Source: the Open Molecules 2025 dataset; level of theory: ωB97M-V/def2-TZVPD.

Electronic energy ... -360.01167 a.u.
Largest force on an atom ... 4.172 eV/A
Energy relative to the best compared isomer or geometry (same formula, charge and spin) ... 116.5 kcal per mole
Gap between HOMO and LUMO ... 8.65 eV
Molecular weight ... 111.15 g mol⁻¹
LUMO ... 0.9 eV

Geometry (Å):
C (1.46, 0.34, -1.04)
N (-0.74, 0.54, -0.51)
H (2.32, 0.97, -1.18)
H (0.51, -2.64, 0.22)
H (-1.82, -1.80, -0.80)
N (0.42, 1.08, -0.72)
C (0.44, -1.80, -0.45)
H (-0.96, 1.21, 2.69)
H (-2.23, 1.29, 0.54)
C (-0.82, -1.39, -1.05)
H (-0.40, 2.51, 1.53)
H (-0.75, -1.29, -2.08)
H (2.45, -1.28, -0.39)
N (-1.36, 0.77, 0.64)
C (-0.54, 1.36, 1.71)
C (1.54, -1.00, -0.75)
H (0.50, 1.15, 1.65)